#A
55
Properties=species:S:1:pos:R:3 method="wB97M-V/def2-TZVPD" homo_ev=-7.91 gap_ev=8.397 lumo_ev=0.49 smiles="Cn1c(=O)[nH]c(=O)c2c1nc(N1CCCCCC1)n2Cc1cccc2ccccc12"
C -1.88776 -3.11061 -2.23991
N -0.95063 -3.08964 -1.14005
C -0.71338 -1.93167 -0.46383
N -1.32111 -0.75152 -0.68542
C -0.82260 0.07835 0.22403
N 0.11564 -0.51414 1.01608
C 0.17436 -1.83941 0.59715
C 0.81064 -2.99457 1.13780
O 1.48929 -3.10702 2.14039
N 0.52393 -4.11235 0.34615
C -0.31012 -4.24288 -0.74588
O -0.46794 -5.30724 -1.30147
H 0.95121 -4.97992 0.65049
C 1.14723 0.05801 1.86113
C 2.50125 -0.00560 1.18450
C 3.43058 -0.90579 1.64025
C 4.68286 -1.03662 1.02423
C 5.00064 -0.26391 -0.05474
C 4.08548 0.69040 -0.54479
C 4.40939 1.50690 -1.64854
C 3.53112 2.44381 -2.11329
C 2.29246 2.61051 -1.47881
C 1.94662 1.83253 -0.40867
C 2.81867 0.83840 0.08533
H 0.99170 1.99044 0.06493
H 1.60876 3.36582 -1.83907
H 3.78609 3.06434 -2.95978
H 5.37410 1.37657 -2.11810
H 5.95673 -0.36611 -0.54796
H 5.38433 -1.76174 1.40842
H 3.18971 -1.54767 2.47303
H 1.18643 -0.52916 2.78309
H 0.89776 1.09189 2.09738
N -1.20052 1.38839 0.31682
C -1.64203 1.94072 1.58546
H -1.62423 3.03011 1.48233
C -3.03563 1.49129 2.03450
H -3.25579 2.00133 2.97550
C -4.14136 1.78522 1.02321
H -4.10946 2.83584 0.72754
H -5.09993 1.61398 1.51820
C -4.05509 0.88536 -0.21052
H -5.05486 0.74545 -0.62716
H -3.68935 -0.09706 0.09214
C -3.15997 1.41744 -1.32848
H -3.67682 2.21816 -1.86208
H -2.98671 0.59993 -2.02683
C -1.80153 1.97303 -0.86923
H -1.89102 3.04223 -0.66201
H -1.08462 1.84682 -1.68530
H -3.01504 0.41722 2.23501
H -0.93574 1.66659 2.37065
H -1.95186 -4.13529 -2.60038
H -2.86330 -2.76501 -1.89808
H -1.53857 -2.45214 -3.03535

=====

#B
55
Properties=species:S:1:pos:R:3 method="wB97M-V/def2-TZVPD" homo_ev=-7.91 gap_ev=8.223 lumo_ev=0.32 smiles=CCOc1ccc(CCNc2ccc3nnc(-c4ccccc4)n3n2)cc1OCC
C 0.35136 -3.89019 1.17574
C 1.04516 -2.84931 0.30472
H 2.08924 -3.13153 0.14161
H 0.55407 -2.76302 -0.66655
O 1.14465 -1.59011 0.94793
C 0.10999 -0.72093 1.06869
C 0.42175 0.40045 1.83503
C -0.46175 1.44599 1.99879
C -1.71349 1.39327 1.40899
C -2.05747 0.25766 0.68620
C -1.17497 -0.79770 0.49222
O -1.47183 -1.89308 -0.28011
C -2.78834 -2.11935 -0.73178
C -3.72856 -2.58154 0.37821
H -3.80388 -1.83139 1.16220
H -3.35576 -3.50268 0.81942
H -4.71751 -2.76462 -0.03303
H -2.67414 -2.91159 -1.47692
H -3.18716 -1.23167 -1.23912
H -3.03840 0.22004 0.23771
C -2.62381 2.59013 1.42156
H -2.25505 3.31230 2.15168
H -3.64188 2.31206 1.70063
C -2.65655 3.24919 0.02079
N -1.35487 3.25937 -0.61675
C -0.88889 2.13791 -1.25620
N 0.35799 1.81134 -1.02094
N 0.82760 0.73721 -1.65155
C 2.03129 0.10410 -1.54271
N 2.01753 -0.95671 -2.33290
N 0.85413 -1.04549 -2.95291
C 0.10978 -0.03375 -2.55361
C -1.20407 0.36461 -2.86279
C -1.70615 1.44196 -2.20765
H -2.69895 1.80595 -2.41625
H -1.76122 -0.19203 -3.59850
C 3.13614 0.46841 -0.68503
C 3.10600 1.60804 0.11592
C 4.18010 1.90153 0.93553
C 5.28814 1.07132 0.96521
C 5.32225 -0.06211 0.16725
C 4.25527 -0.36502 -0.65386
H 4.25987 -1.24214 -1.28123
H 6.18574 -0.71095 0.18932
H 6.12335 1.30598 1.60925
H 4.15237 2.78507 1.55750
H 2.24067 2.25079 0.09507
H -0.63588 3.65334 -0.01980
H -3.00178 4.28315 0.10506
H -3.35250 2.71068 -0.62191
H -0.16708 2.30829 2.57809
H 1.40768 0.43364 2.27038
H 0.84850 -3.96013 2.14073
H -0.68837 -3.61850 1.33631
H 0.38969 -4.85826 0.68439

=====

#C
55
Properties=species:S:1:pos:R:3 method="wB97M-V/def2-TZVPD" homo_ev=-8.23 gap_ev=7.509 lumo_ev=-0.72
C 0.50942 0.65691 -7.16343
C 0.68061 -0.25048 -5.90774
N -0.21691 -0.39771 -4.91956
C -0.05644 -1.12551 -4.01648
C 0.93421 -1.87305 -3.90900
C 2.13887 -1.76590 -4.92696
C 2.00209 -0.87165 -6.08156
H 2.59671 -1.07609 -6.73483
H 3.00176 -2.52151 -4.76607
C 1.27395 -2.78197 -2.67003
O 1.52005 -4.15812 -2.81025
N 1.43950 -2.42218 -1.50409
C 1.21533 -0.79900 -1.23364
H 1.49495 -0.28512 -2.02471
C 0.08327 -0.58093 -0.34029
H 0.27815 0.65004 -0.17118
H -0.79266 -0.57727 -0.93809
C 0.20684 -1.24382 0.91717
N 1.15563 -0.89668 2.03489
C 1.19232 0.25498 2.75554
C 2.26125 0.31616 3.29125
C 3.31849 -0.59255 2.69614
N 2.52399 -1.34542 1.94067
H 4.32059 -0.75047 2.89551
H 2.51921 0.84557 4.14877
N -0.09014 1.00549 3.06027
C -1.45068 0.68303 3.18737
O -1.60998 -0.71175 3.33314
C -2.16983 1.73629 3.58885
C -2.94113 1.56783 4.87460
C -3.79213 2.35568 5.39391
C -4.09197 3.53480 4.55510
C -3.29826 3.78505 3.44357
C -2.53486 2.87802 2.83283
C -1.80240 3.06647 1.52870
H -1.41271 1.99988 1.24171
H -2.55441 3.49759 0.95971
H -0.64359 3.76548 1.72047
H -3.44463 4.65854 2.82122
H -4.48242 4.32861 4.91051
H -4.30851 2.49734 6.28961
H -2.54839 0.63376 5.32929
H 0.17390 1.96318 3.12997
C 0.31145 -2.71910 0.55845
C 1.54817 -3.20730 -0.33823
H 1.41980 -4.03580 -0.49647
H 2.40676 -2.73003 0.25151
H 0.41649 -3.18390 1.64545
H -0.59268 -3.29446 0.28548
H -0.67850 -1.25591 1.39419
H 2.30414 -0.66511 -0.54232
H -0.83336 -1.23041 -3.29373
H -0.59281 1.03122 -6.88065
H 0.44119 0.14021 -8.10851
H 1.25031 1.49706 -7.23800

=====

So which one wins? Going from most stable to least: #A, #B, #C.

=====

#A
19
Properties=species:S:1:pos:R:3 method="wB97M-V/def2-TZVPD" homo_ev="-7.14 / -7.14" gap_ev="7.576 / 7.576" lumo_ev="0.43 / 0.43" smiles=COc1oc(N)c(OC)[n+]1[O-]
C -1.11097 -0.33209 -0.78545
C -0.94079 -1.99557 0.07598
C 1.01908 -1.01574 -0.39726
C -1.93217 1.71868 0.07458
C 3.06084 0.12327 0.01484
N 0.22054 0.01145 -0.72125
N -1.69254 -3.08825 -0.12118
O 0.66156 1.17217 -1.07478
O 0.39678 -2.13957 -0.06396
O -2.11158 0.48060 -0.62903
O 2.34999 -1.05719 -0.37937
H -0.99295 2.18940 -0.21853
H -1.93494 1.52708 1.15043
H -2.77451 2.34699 -0.19970
H 4.08568 -0.04209 -0.30514
H 3.01932 0.23738 1.10146
H 2.63962 1.00661 -0.46996
H -2.69025 -2.95945 -0.10991
H -1.33580 -3.86124 -0.66740

=====

#B
19
Properties=species:S:1:pos:R:3 method="wB97M-V/def2-TZVPD" homo_ev=-10.61 gap_ev=10.850 lumo_ev=0.24 smiles="CC/C(C)=N/[N+](=O)[O-].O=C=O"
C -0.80488 -0.18154 -2.65241
C -0.73943 -1.17242 0.87815
C 0.36948 -0.23848 0.56142
C -0.62874 2.09798 0.43633
C 0.37685 1.16909 1.16532
N 1.41871 -0.55236 -0.04924
N 1.78778 -1.73687 -0.49656
O 0.11319 0.42915 -2.91378
O 1.89316 -1.89779 -1.71301
O 2.17267 -2.53207 0.34683
O -1.71514 -0.82441 -2.31351
H -1.39271 -1.20348 -0.08032
H -1.29335 -1.01867 1.74475
H -0.41171 -2.17729 0.91071
H -0.51211 2.19519 -0.54538
H -0.57904 3.10856 0.82298
H -1.68018 1.78275 0.58198
H 0.20310 1.13488 2.21425
H 1.42236 1.61778 1.10149

=====

#C
19
Properties=species:S:1:pos:R:3 method="wB97M-V/def2-TZVPD" homo_ev=-9.31 gap_ev=9.451 lumo_ev=0.14 smiles="C=C=[N+]([O-])O[N@@+]([O-])(O)C(=C)C"
C -0.56411 -1.02166 -2.26663
C 0.75766 -0.09931 2.38307
C -0.65299 -0.08241 -1.34475
C 1.56422 -0.41400 3.29962
C -1.82392 0.55120 -0.81934
N -0.10129 -0.15517 1.48176
N 0.55123 0.57860 -0.95684
O -1.18602 -0.67648 1.51947
O 1.58963 -0.27512 -0.95043
O 0.23369 0.97342 0.42862
O 0.72295 1.64511 -1.65190
H 0.40135 -1.01442 -2.67357
H -1.47199 -1.54445 -2.61938
H 2.40673 0.26947 -1.01954
H 1.70011 0.22113 4.22580
H 2.25131 -1.24826 3.19015
H -2.20870 0.11570 0.12889
H -2.63987 0.55854 -1.64894
H -1.53000 1.61811 -0.70606

=====

So which one wins? Going from most stable to least: #B, #A, #C.

=====

#A
8
Properties=species:S:1:pos:R:3 method="wB97M-V/def2-TZVPD" homo_ev=-10.60 gap_ev=11.132 lumo_ev=0.53 smiles="O=CO.O"
O 2.08119 0.27480 0.54132
H -0.02555 -0.43471 -0.03299
H 2.36856 1.15494 0.28024
H 2.79394 -0.10352 1.02945
O -0.62633 -0.57686 -0.78783
C -1.85188 -0.20362 -0.43510
O -2.10929 0.56244 0.44072
H -2.63065 -0.67346 -1.03581

=====

#B
8
Properties=species:S:1:pos:R:3 method="wB97M-V/def2-TZVPD" homo_ev=-10.92 gap_ev=11.207 lumo_ev=0.29 smiles="O=CO.O"
O -1.63187 -3.48615 -1.04394
H -1.20065 -2.60172 -1.03465
H -1.22950 -3.96626 -0.28509
O -0.06680 0.80107 1.06479
O 0.44959 2.56584 -0.22814
C 0.70371 1.70766 0.71034
H 1.29442 3.07225 -0.37589
H 1.68108 1.90731 1.19260

=====

So which one wins? Going from most stable to least: #A, #B.